No. 1
{"formula": "C2H5NO2", "method": "the ωB97M-V functional and the def2-TZVPD basis", "lumo_ev": 0.473, "smiles": "[NH3+][O-].C=C=O", "homo_ev": -8.9, "elements": ["N", "O", "H", "H", "H", "C", "C", "O", "H", "H"], "coordinates": [[1.20, 0.94, -0.89], [1.36, 0.14, 0.21], [0.29, 0.79, -1.34], [1.39, 1.95, -0.82], [1.89, 0.67, -1.49], [-1.12, -1.15, 1.40], [-1.53, -0.56, 0.38], [-1.90, -0.04, -0.59], [-1.57, -1.81, 2.14], [-0.07, -0.99, 1.40]]}



No. 2
{"formula": "C2H5NO2", "method": "the ωB97M-V functional and the def2-TZVPD basis", "lumo_ev": [0.721, -0.430], "spin_multiplicity": 3, "s2": 2.01, "homo_ev": [-8.2, -10.1], "elements": ["C", "C", "N", "O", "O", "H", "H", "H", "H", "H"], "coordinates": [[-2.03, -0.01, -0.45], [1.09, -0.38, 0.71], [0.51, 0.87, 0.72], [-1.76, -1.08, -0.88], [0.85, 1.56, -0.39], [-3.04, 0.56, -0.61], [0.62, -1.05, -0.07], [2.10, -0.39, 0.40], [0.78, -0.95, 1.64], [0.87, 0.87, -1.08]]}



No. 3
{"formula": "C2H5NO2", "method": "the ωB97M-V functional and the def2-TZVPD basis", "lumo_ev": [-4.774, -9.988], "spin_multiplicity": 2, "s2": 0.76, "charge": 1, "homo_ev": [-17.1, -16.6], "elements": ["O", "C", "O", "C", "N", "H", "H", "H", "H", "H"], "coordinates": [[1.14, -1.25, 0.50], [0.48, -0.36, -0.06], [0.93, 0.42, -1.14], [-1.03, -0.17, 0.11], [-1.42, 1.15, 0.60], [1.79, -0.04, -1.15], [-1.59, -0.38, -0.80], [-1.30, -0.94, 0.87], [-1.14, 1.26, 1.60], [-1.08, 1.85, 0.02]]}



Strongest force on any atom readings, ordered: 0.0798, 0.0737, 0.1027 Eh/bohr
Energy readings, ordered: -284.29533, -284.23512, -284.07538 Ha
Energy above the lowest of the compared OMol25 structures with the same formula, charge and spin readings, ordered: 4.6813, 0.3818, 0.9678 eV